No. 1
The following is a quantum chemistry calculation of a gas-phase ion, C4H10NO3 (charge +2), from the OMol25 dataset.

Last column: Mulliken spin population.
Geometry (Å):
O 1.4423 0.8305 -2.1427  0.01
O -0.6386 1.8075 -2.0030  0.00
O -0.2737 -1.8120 1.7209  0.63
N -1.3734 0.8117 0.1987  0.00
C 0.9671 -0.1074 0.5570  0.15
C 0.9517 -1.5471 1.0983  0.09
C 0.3638 0.9475 -1.6944  0.01
C -0.1657 0.1548 -0.5059  0.01
H -0.5523 -0.8132 -0.8641  0.01
H 1.8777 0.1816 0.0321  0.01
H -2.2910 0.6172 -0.2089  0.00
H -1.1054 1.7771 0.4117  0.00
H -0.9424 -2.3994 1.2788  -0.01
H 1.6059 -1.4863 1.9880  0.11
H 1.2807 -2.3621 0.4387  -0.01
H 0.8615 0.6547 1.3460  0.00
H -1.4448 0.3851 1.1334  0.00
H -0.5634 2.3600 -2.7846  0.00

Cartesian forces, eV/Å:
O 0.49 -0.32 -0.26
O 0.09 -0.84 0.59
O 0.00 0.95 -0.57
N 1.44 -1.06 1.08
C -1.31 2.39 -0.92
C -0.47 -1.98 0.37
C -1.57 1.76 -0.12
C -0.39 -1.67 1.39
H 0.18 0.39 -0.27
H 0.64 -0.91 0.26
H 0.08 0.91 -0.66
H -0.92 0.41 -0.60
H 0.77 -0.49 0.19
H 0.51 0.23 0.26
H -0.28 0.48 -0.17
H 0.12 -0.47 0.08
H -0.01 0.04 -0.06
H 0.62 0.20 -0.62

Properties
* charge: +2
* lowest unoccupied orbital energy (spin up / spin down): -0.297 / -0.538 Ha
* 2S+1: 2
* ⟨S²⟩: 0.754
* molecular weight: 120.1 g/mol
* gap between HOMO and LUMO (spin up / spin down): 0.418 / 0.176 Ha
* E_HOMO (spin up / spin down): -19.44 / -19.42 eV

---

No. 2
The following is a quantum chemistry calculation of a gas-phase ion, C4H10NO5PS (charge -2), from the OMol25 dataset.

Last column: natural (NBO) charge in e.
Geometry (Å):
S 2.3107 -0.9037 -0.4895  2.05
P 1.9761 0.9993 0.3281  1.98
O 2.1688 2.0458 -0.8606  -1.18
O 1.4093 -1.0996 -1.6533  -1.06
O 1.8573 -1.8238 0.5859  -1.08
O 2.9191 1.2359 1.4487  -1.17
O 3.7128 -1.0359 -0.8580  -1.02
N 0.3163 0.9726 0.8874  -0.96
C -1.6836 -0.3754 0.4156  -0.41
C -0.6048 0.5156 -0.1381  -0.10
C -1.2440 -1.8374 0.4679  -0.62
C -1.2509 1.8203 -0.7436  -0.62
H -2.6238 -0.4347 -0.1638  0.18
H -2.0016 2.1910 -0.0844  0.17
H -1.7453 1.5948 -1.6245  0.17
H -1.8223 -2.5778 1.1717  0.15
H -0.3665 2.5001 -0.9614  0.26
H 0.1129 0.3276 1.5762  0.37
H -0.2219 -1.9343 0.8187  0.27
H -1.8621 0.0585 1.4120  0.18
H -0.0668 0.0233 -0.9692  0.26
H -1.2896 -2.2620 -0.5658  0.20

Cartesian forces, eV/Å:
S -0.91 -2.63 -0.89
P 1.25 4.94 -2.33
O -1.58 -2.75 2.54
O 0.49 0.38 0.04
O 0.68 0.34 0.16
O -0.30 -0.61 0.97
O 0.17 0.17 0.28
N 0.92 0.44 -1.81
C -0.40 -1.05 0.60
C -1.06 2.16 -2.75
C -0.47 -1.83 0.77
C 2.82 -0.45 0.83
H 0.28 0.94 0.14
H -0.31 0.78 0.91
H -0.96 -0.52 -2.16
H 0.39 1.54 -1.18
H -1.32 -0.48 0.40
H 0.80 -1.39 2.50
H 0.31 0.03 -0.26
H -0.56 -0.34 0.01
H -0.42 0.07 0.40
H 0.19 0.25 0.82

Properties
* structure (SMILES): CC[C@@H](C)N[P@](=O)([O-])S(=O)(=O)[O-]
* charge: -2
* lowest unoccupied orbital energy: 0.219 Ha
* 2S+1: 1
* molecular weight: 215.2 g/mol
* gap between HOMO and LUMO: 0.262 Ha
* E_HOMO: -1.17 eV

---

No. 3
The following is a quantum chemistry calculation of C4H10NOP in the gas phase, from the OMol25 dataset.

Last column: natural (NBO) charge in e.
Geometry (Å):
P 1.6292 0.4757 0.0886  1.85
O 2.2428 1.7873 -0.1418  -1.08
N 0.0233 0.5057 0.7161  -0.77
C -0.1117 -1.5328 -0.6346  -0.41
C -0.4993 1.9863 0.8256  -0.39
C -0.9031 -0.4200 0.0854  -0.21
C 1.0851 -0.7884 -1.2334  -0.74
H -0.7580 2.0717 1.8155  0.19
H 0.7953 0.0507 -2.0221  0.23
H 0.1426 -2.2601 0.0233  0.21
H 2.4174 -0.2048 1.1440  -0.11
H 1.8239 -1.3995 -1.6908  0.24
H 0.2380 2.6372 0.5562  0.23
H -1.5569 2.0256 0.3108  0.18
H -0.7517 -2.0049 -1.4438  0.22
H -1.5221 -0.8089 0.7959  0.19
H -1.6009 0.0747 -0.5590  0.17

Cartesian forces, eV/Å:
P -1.21 -2.64 1.51
O 0.17 0.37 -0.80
N 0.60 2.65 -0.79
C -1.59 2.95 -3.00
C -3.27 -4.62 -1.10
C 1.40 0.16 -1.08
C -0.06 2.89 -0.44
H -0.36 0.66 2.50
H 0.12 -1.91 1.21
H 1.11 -2.24 1.98
H -0.73 0.31 -1.13
H 0.79 -0.45 -0.20
H 1.58 1.86 -1.09
H 2.37 0.25 0.27
H 0.74 0.56 0.90
H -1.58 -1.42 2.25
H -0.09 0.61 -1.00

Properties
* structure (SMILES): CN1CCC[P@H]1=O
* lowest unoccupied orbital energy: 0.036 Ha
* 2S+1: 1
* molecular weight: 119.1 g/mol
* gap between HOMO and LUMO: 0.372 Ha
* E_HOMO: -9.14 eV

---

No. 4
The following is a quantum chemistry calculation of 2 unconnected molecules or ions with the total composition C4H10NOP, from the OMol25 dataset.

Last column: natural (NBO) charge in e.
Geometry (Å):
P -0.8785 1.1008 -0.2959  1.88
O -1.1387 2.2850 -1.1515  -1.02
N 0.0718 -0.1575 -0.7862  -0.77
C 0.1211 -0.5799 -2.1959  -0.41
C 0.3617 -0.1253 1.5882  -0.45
C 0.6760 -0.9427 0.3547  -0.20
C 0.1085 1.2471 1.2584  -0.74
H 1.0903 -0.3109 2.4786  0.23
H -0.7071 -1.3038 -2.3796  0.19
H -0.5596 1.6523 2.0275  0.25
H 0.0538 0.2579 -2.8563  0.23
H 1.7097 -0.9669 -0.0673  0.20
H -2.6335 -0.3923 1.0042  -0.28
H -0.5048 -0.3981 2.0531  0.24
H 0.9410 1.8311 1.0022  0.24
H 0.9858 -1.2068 -2.3298  0.20
H 0.3025 -1.9900 0.2956  0.21

Cartesian forces, eV/Å:
P -0.13 -0.59 1.29
O 0.05 -0.90 0.19
N -0.61 0.56 -0.67
C -1.10 -1.79 1.64
C 3.61 -2.21 1.94
C 0.15 -0.20 -3.17
C -2.32 1.84 -0.24
H -0.62 0.54 -1.80
H 0.18 0.64 -0.14
H 0.56 0.59 -0.17
H 0.13 0.43 -0.35
H -0.11 -0.16 1.42
H 0.81 0.92 -0.80
H -2.55 -1.70 0.74
H 1.15 1.14 -0.14
H 0.78 0.23 -0.28
H 0.01 0.68 0.55

Properties
* lowest unoccupied orbital energy (spin up / spin down): -0.014 / -0.018 Ha
* 2S+1: 1
* molecular weight: 119.1 g/mol
* gap between HOMO and LUMO (spin up / spin down): 0.321 / 0.266 Ha
* E_HOMO (spin up / spin down): -9.14 / -7.71 eV

---

No. 5
The following is a quantum chemistry calculation of a gas-phase ion, C4H10NOS (charge -1), from the OMol25 dataset.

Last column: natural (NBO) charge in e.
Geometry (Å):
S 1.5707 0.7089 -2.4732  -0.13
O -1.4899 -1.8323 2.4153  -0.80
N -1.2014 0.2473 1.3646  -0.67
C -2.2134 -0.6438 1.7913  0.07
C -0.7328 0.2929 -0.0162  -0.30
C 1.8066 0.6976 -0.7508  -0.87
C 0.9702 -0.2028 0.0704  -0.41
H -0.6438 -1.8105 1.8784  0.47
H -0.6298 1.2677 -0.4754  0.20
H -2.9092 -0.4225 2.5705  0.17
H -1.0418 1.1256 1.8301  0.38
H 2.2122 1.6788 -0.4691  0.17
H 0.9848 1.8573 -2.7821  0.02
H 1.0091 -1.2343 -0.3219  0.17
H -1.0933 -0.6232 -0.5656  0.18
H -2.5978 -1.1165 0.8736  0.16
H 1.2517 -0.0846 1.1501  0.19

Cartesian forces, eV/Å:
S 0.79 -1.01 -0.50
O 0.67 0.58 -0.98
N -1.35 1.36 -0.23
C 2.83 -2.34 -1.03
C 3.06 -3.45 1.20
C 1.17 0.16 -0.20
C -1.61 2.43 -0.45
H -1.26 -0.17 1.08
H -0.70 -0.02 -0.24
H -0.54 0.86 0.18
H -0.25 -0.25 0.39
H -0.24 -0.64 0.74
H -0.92 0.72 -0.16
H -0.09 0.12 0.52
H -0.44 1.61 0.09
H -0.80 0.55 0.42
H -0.31 -0.52 -0.82

Properties
* charge: -1
* lowest unoccupied orbital energy: 0.138 Ha
* 2S+1: 1
* molecular weight: 120.2 g/mol
* gap between HOMO and LUMO: 0.173 Ha
* E_HOMO: -0.97 eV

---

No. 6
The following is a quantum chemistry calculation of 2 unconnected molecules or ions with the total composition C4H10NP, from the OMol25 dataset.

Last column: natural (NBO) charge in e.
Geometry (Å):
P -2.1238 -0.6534 0.1647  0.39
N 0.2307 0.7159 0.2705  -0.30
C 1.4100 -1.4679 -0.1117  -0.66
C 2.5959 0.7697 0.0479  -0.65
C -3.2437 0.7499 -0.4166  -0.92
C 1.2566 0.0347 0.1630  0.18
H -3.0306 -0.6174 1.2645  -0.07
H -3.3592 1.4479 0.4787  0.22
H 1.8151 -1.5585 -1.0856  0.22
H 0.4264 -1.9631 0.0126  0.24
H -4.1394 0.2536 -0.5472  0.22
H 2.8912 0.8230 -0.9528  0.23
H -2.9610 1.4055 -1.1929  0.22
H 2.1570 -1.8297 0.6034  0.22
H 3.4508 0.2607 0.6808  0.21
H 2.6239 1.6290 0.6208  0.23

Cartesian forces, eV/Å:
P -0.38 0.81 -0.41
N -1.18 0.20 0.50
C -1.21 0.71 1.82
C 1.32 -2.70 2.90
C 2.08 1.33 2.82
C 1.28 -0.79 -0.85
H 0.65 -0.55 0.44
H 0.00 -0.92 -1.03
H 0.27 -0.31 -1.09
H 0.80 0.08 -0.24
H -2.15 -0.70 -0.63
H 0.53 0.44 -1.45
H 0.44 0.14 -1.32
H -0.26 -0.22 -0.14
H -1.59 -0.04 -1.56
H -0.60 2.53 0.23

Properties
* lowest unoccupied orbital energy (spin up / spin down): -0.007 / 0.000 Ha
* 2S+1: 1
* molecular weight: 103.1 g/mol
* gap between HOMO and LUMO (spin up / spin down): 0.311 / 0.285 Ha
* E_HOMO (spin up / spin down): -8.64 / -7.74 eV

---

No. 7
The following is a quantum chemistry calculation of C4H10NPS in the gas phase, from the OMol25 dataset.

Last column: natural (NBO) charge in e.
Geometry (Å):
S -1.9283 -1.1352 -0.6371  -0.15
P -0.0683 -0.1627 -0.1337  1.61
N 1.0556 -0.9338 0.6641  -1.02
C 2.3388 -1.2450 -0.0066  -0.43
C -1.1747 0.6400 1.1399  -0.77
C -2.4659 0.0133 0.7388  -0.48
C 0.4296 1.0211 -1.4172  -1.02
H -3.1858 0.6799 0.2993  0.22
H 0.6171 0.5137 -2.4098  0.27
H -0.3614 1.6436 -1.6968  0.25
H -1.0029 0.4227 2.2675  0.26
H 2.5570 -0.8733 -1.0631  0.16
H 2.3426 -2.3682 -0.0054  0.19
H -2.8681 -0.5644 1.5297  0.22
H 3.2137 -0.9106 0.5360  0.19
H -0.7773 1.6787 1.0768  0.24
H 1.2783 1.5802 -0.8825  0.26

Cartesian forces, eV/Å:
S 0.06 0.42 0.04
P -0.17 -1.12 2.94
N 0.58 1.28 -1.90
C -0.40 -1.46 -0.69
C 2.87 0.32 1.68
C -0.46 0.28 -1.92
C 1.71 -1.05 0.21
H -0.50 0.26 0.13
H 0.68 0.33 1.32
H -1.38 1.30 0.16
H 0.47 -0.17 -2.12
H -0.81 -0.38 0.99
H 0.62 0.89 -0.41
H -0.57 -0.43 0.63
H -0.01 0.13 0.62
H -1.74 0.09 -0.20
H -0.95 -0.69 -1.47

Properties
* structure (SMILES): CN=[P@]1(C)CCS1
* lowest unoccupied orbital energy: 0.027 Ha
* 2S+1: 1
* molecular weight: 135.2 g/mol
* gap between HOMO and LUMO: 0.325 Ha
* E_HOMO: -8.09 eV

---

No. 8
The following is a quantum chemistry calculation of a gas-phase ion, C4H10NS (charge -1), from the OMol25 dataset.

Last column: natural (NBO) charge in e.
Geometry (Å):
S 0.6161 -0.4096 -2.2931  -0.78
N -0.5855 -0.0135 1.7080  -0.68
C -0.3920 0.3813 -0.7573  -0.50
C -1.5637 -1.1606 1.7809  -0.41
C 1.1151 1.4829 0.8447  -0.61
C 0.3584 0.1164 0.6003  -0.06
H 1.1778 -0.7254 0.6676  0.18
H -0.1712 0.1699 2.6525  0.35
H -1.4044 -0.0995 -0.9151  0.19
H -2.4666 -1.0307 1.1025  0.20
H -1.0671 -2.1498 1.6550  0.17
H 1.7936 1.1519 1.7641  0.17
H -2.0677 -1.1373 2.8107  0.18
H -0.6167 1.4361 -0.9693  0.18
H 1.6782 2.0241 0.0349  0.23
H 0.2781 2.0876 1.1190  0.20

Cartesian forces, eV/Å:
S -0.84 1.05 1.55
N -1.21 -0.28 1.51
C 0.08 -2.57 -1.94
C -0.22 0.95 0.75
C 1.27 -2.00 1.73
C 0.89 0.59 -1.12
H -1.77 1.17 -1.03
H -0.35 -0.41 -1.43
H 1.12 0.12 0.85
H 1.50 -0.20 0.30
H -0.49 0.46 -0.16
H -1.01 1.65 -1.61
H 1.00 -0.03 -1.16
H 0.64 -0.08 0.45
H -0.43 -1.35 0.60
H -0.18 0.93 0.71

Properties
* structure (SMILES): CN[C@H](C)C[S-]
* charge: -1
* lowest unoccupied orbital energy: 0.139 Ha
* 2S+1: 1
* molecular weight: 104.2 g/mol
* gap between HOMO and LUMO: 0.221 Ha
* E_HOMO: -2.23 eV

---

No. 9
The following is a quantum chemistry calculation of a gas-phase ion, C4H10NS (charge +1), from the OMol25 dataset.

Last column: natural (NBO) charge in e.
Geometry (Å):
S -2.4206 -0.2720 0.3299  0.21
N 0.3547 -0.6280 0.7132  -0.56
C -0.2382 1.6795 0.5166  -0.66
C 1.5058 -1.0128 -0.1494  -0.44
C -0.6058 0.2578 0.0795  0.06
C -1.3517 -0.3109 -1.0947  -0.53
H -0.7535 2.0069 1.3710  0.26
H 0.6160 0.0543 1.5345  0.48
H -1.0837 -1.3084 -1.3577  0.23
H -0.5024 2.3838 -0.2852  0.27
H 1.3780 -1.8719 -0.7144  0.24
H 1.5671 -0.1167 -0.8328  0.23
H -0.0830 -1.5619 0.8320  0.47
H 0.7778 1.7632 0.6912  0.21
H -1.5767 0.2866 -2.0311  0.27
H 2.4162 -1.3493 0.3972  0.26

Cartesian forces, eV/Å:
S 1.10 0.52 0.34
N 0.50 -0.88 1.27
C -1.99 -0.10 -3.01
C 1.81 2.93 -0.14
C -2.78 0.41 -0.11
C 0.42 1.43 -1.33
H -0.84 0.09 1.24
H -0.12 -3.01 -0.95
H 0.37 -0.64 -0.29
H 0.17 -0.11 0.26
H -1.48 -1.52 -1.25
H 1.05 -1.19 0.60
H -0.20 0.96 1.59
H 2.32 0.23 0.15
H 0.20 -0.41 1.49
H -0.55 1.30 0.14

Properties
* structure (SMILES): C[NH2+][C@@]1(C)CS1
* charge: +1
* lowest unoccupied orbital energy: -0.129 Ha
* 2S+1: 1
* molecular weight: 104.2 g/mol
* gap between HOMO and LUMO: 0.368 Ha
* E_HOMO: -13.51 eV

---

No. 10
The following is a quantum chemistry calculation of 2 unconnected molecules or ions with the total composition C4H10NS, from the OMol25 dataset.

Last column: natural (NBO) charge in e.
Geometry (Å):
S 3.2181 0.0919 -0.4393  0.44
N -0.2307 0.5293 0.3660  -0.06
C -0.4371 -0.8987 0.2332  -0.29
C 2.2435 0.3815 0.7587  -0.23
C -0.6339 1.3900 -0.6645  -0.50
C -1.9624 -1.1629 0.0233  -0.63
H -2.2537 -1.8852 -0.7153  0.24
H -2.4737 -0.2614 -0.1996  0.22
H 4.5105 0.6135 0.1544  0.18
H -1.4717 1.8919 -0.2345  0.27
H 0.0469 -1.2303 1.1283  0.21
H 0.1625 -1.3046 -0.5113  0.21
H 2.3611 0.7088 1.8137  0.25
H -2.3158 -1.7292 0.7985  0.24
H -0.8935 0.8457 -1.5556  0.20
H 0.1301 2.0198 -0.9562  0.24

Cartesian forces, eV/Å:
S 2.38 1.16 0.88
N 2.09 -0.56 0.95
C -1.27 1.40 0.92
C -1.88 0.22 1.01
C -0.80 -2.17 -0.51
C 1.71 -0.28 -1.10
H 0.75 -0.04 -1.37
H -0.73 0.63 0.28
H -1.75 -0.99 -1.10
H -0.71 0.99 0.01
H -0.57 -1.01 0.85
H 0.88 -0.57 -2.06
H 0.07 -0.11 -0.99
H -1.14 -0.38 2.87
H -0.58 -0.22 -0.57
H 1.54 1.92 -0.08

Properties
* charge: +1
* lowest unoccupied orbital energy (spin up / spin down): -0.218 / -0.240 Ha
* 2S+1: 1
* molecular weight: 104.2 g/mol
* gap between HOMO and LUMO (spin up / spin down): 0.295 / 0.265 Ha
* E_HOMO (spin up / spin down): -13.94 / -13.73 eV